The molecule C5H14N2O, computed with the ωB97M-V functional and the def2-TZVPD basis.

Atoms and positions in Å:
C (1.572236, -0.774867, -0.253673)
H (-3.325645, -1.658267, 0.165862)
H (-2.295214, -1.528967, -1.266894)
H (0.381686, 2.244926, -0.365106)
H (-2.103592, 0.064569, 1.173197)
H (-0.557291, 0.135688, -1.283560)
N (0.348418, -0.474583, 0.463305)
H (2.011756, 1.020109, -1.393497)
C (-0.546120, 1.851160, 0.036298)
N (-1.991130, -0.072829, 0.173333)
H (3.425062, 0.048381, -0.979051)
H (2.133872, -1.463496, 0.386628)
C (2.466342, 0.410845, -0.616321)
C (-2.316922, -1.439788, -0.180304)
H (2.634709, 1.024712, 0.265393)
H (1.273238, -1.318275, -1.153620)
O (0.646566, 0.049131, 1.762945)
H (0.489871, -0.682830, 2.374345)
H (-1.385903, 2.347285, -0.440765)
H (-1.624933, -2.181066, 0.240634)
H (-0.574726, 2.050612, 1.103983)
C (-0.662278, 0.347550, -0.213132)

Forces on atoms 1 to 6 (eV/Å):
0.279 0.229 0.200
-0.033 -0.078 -0.061
-0.063 -0.093 -0.049
0.117 0.095 0.012
0.017 0.082 -0.090
0.089 -0.040 0.088

* orbital gap: 9.465 eV
* LUMO energy: 0.85 eV
* max |F|: 0.499 eV/A
* electronic energy: -383.59017 hartree
* energy above the lowest of the compared OMol25 structures with the same formula, charge and spin: 3.008 eV
* SMILES: CCN(O)[C@H](C)NC

A structure of composition C32H64Br6O12 at a distorted geometry, computed with the ωB97M-V functional and the def2-TZVPD basis.

Atoms and positions in Å:
H (-3.942052, -1.048530, -0.965892)
C (1.161468, -2.871810, 1.265398)
Br (-1.568742, 4.745310, -4.380462)
O (1.824848, 0.386710, -2.851522)
C (-0.172172, -0.199260, 0.107088)
C (-2.467422, -1.408640, -2.304962)
H (0.689488, 0.129490, 4.062918)
H (-5.293762, -1.711560, 0.997338)
H (-4.653902, -0.328590, 1.976828)
H (0.056418, 2.525460, 2.120708)
H (2.396908, 2.213650, 2.638608)
H (-1.852962, 0.614960, 1.269328)
C (-1.414062, -2.375320, -1.778242)
H (-0.244532, 1.649530, 3.644138)
C (3.469018, 1.982130, 0.788718)
H (-5.966472, -1.905990, -2.033782)
H (4.143568, 1.969190, 2.856568)
H (3.075798, 0.044310, 4.822888)
H (-0.705322, 0.093250, 4.943418)
C (3.202488, -1.428240, -0.564392)
C (2.358378, -0.407960, 2.367308)
C (1.866238, -0.462630, -3.960342)
Br (-2.190862, -1.838920, 0.750568)
H (-3.518302, 3.174600, -0.129922)
C (-0.021752, -0.608840, -1.393882)
H (1.657908, -2.422310, -4.444782)
H (1.864268, -3.372680, 1.931198)
H (2.138458, -1.330210, -0.349102)
H (-4.073372, -0.537610, -4.076582)
H (-2.201612, 2.742000, -1.887722)
H (-0.529282, 1.780160, 0.910128)
C (-0.871742, -1.167610, 3.214038)
C (-4.073172, 3.040050, 0.798578)
H (4.138248, -1.359930, 5.140628)
H (3.193118, 1.815860, -3.274462)
C (-3.704832, -0.700130, 0.039318)
O (3.561428, 0.645480, 0.627508)
O (3.368128, 2.755570, -0.177412)
H (-5.093052, 3.404160, 0.674598)
H (1.400538, -1.816360, 1.395628)
H (-3.282992, 0.294700, -0.103742)
H (1.959408, 2.000490, -0.832722)
H (-1.040222, -0.870450, -1.680892)
H (0.625948, -1.482350, -1.468512)
H (0.002018, 3.465620, -3.090562)
O (-3.450352, -2.071230, -2.928752)
H (-1.377522, -2.076420, 3.540118)
C (-0.213742, 2.631190, 3.171388)
H (-0.140212, 5.052530, -2.454382)
C (-1.772802, 3.723140, -1.683812)
O (3.174368, -2.515040, 2.856108)
C (2.131868, 1.753460, -3.033742)
O (2.677778, -3.446730, -0.439522)
H (4.736198, -5.098170, -1.004632)
H (-1.829712, -3.379520, -1.695142)
H (-4.266782, 1.967660, 0.774328)
H (-4.315422, 3.250090, 2.936038)
H (3.142938, 0.495980, -1.417102)
H (1.277318, -0.375920, 2.502898)
H (2.712028, 0.591390, 2.620928)
C (-4.920072, -0.687730, 0.982708)
H (0.748058, 2.783400, -1.777112)
C (-3.609692, 3.517140, 2.149438)
C (-1.091582, 0.918330, 0.550748)
H (-2.545582, 4.478370, -1.540432)
C (3.718338, -0.023950, -0.651152)
O (-2.401042, -0.191290, -2.246262)
H (-1.221972, -2.121750, -0.735692)
H (4.748308, -4.854090, -2.698262)
C (1.409178, -1.844030, -3.554932)
C (3.157858, -1.041970, 4.785888)
H (-5.404802, -0.201410, -2.088552)
H (-3.538862, 4.604720, 2.133478)
H (4.770778, -0.035830, -0.934582)
O (0.457418, -3.234290, -1.010532)
H (1.862298, -2.102550, -2.597882)
C (-1.534442, 3.259040, 3.303678)
H (2.422868, 3.463430, -1.675492)
H (-4.800562, -2.161630, -4.366122)
H (0.165088, -3.148390, 1.610108)
H (0.350218, 0.221930, -1.993502)
H (3.422888, -2.020500, -1.452502)
C (4.572008, -4.329110, -1.759412)
H (-6.632992, -0.837000, -3.167852)
O (0.586168, -0.660430, 0.969658)
H (2.570908, -0.630310, 1.321608)
O (2.184428, -0.131190, -5.114692)
C (1.369818, -3.207020, -0.217072)
C (3.382278, 2.424180, 2.222908)
H (5.316418, -3.616500, -1.404252)
H (-0.490062, -2.243740, -2.341282)
C (2.942508, -1.434040, 3.318108)
C (-0.070682, -0.586640, 4.375018)
H (2.448558, -4.489210, -2.277752)
Br (-2.451832, -0.070320, 2.720428)
H (3.772668, -1.871250, 0.252148)
C (-0.737752, 4.190440, -2.750762)
C (1.815148, 2.562130, -1.755682)
C (3.107518, -3.773780, -1.785772)
H (-1.770162, 1.169130, -0.264562)
H (1.500738, 2.159440, -3.824292)
Br (-0.853722, 3.299760, 0.005628)
H (-0.274092, -1.443460, 2.345238)
C (-5.687742, -1.072860, -2.678992)
H (2.405508, -1.415560, 5.480518)
C (-4.487212, -1.434940, -3.616562)
O (-1.808262, 4.024180, 4.181308)
H (0.550168, 3.229230, 3.668278)
Br (0.609768, -1.884330, 5.610548)
H (0.329408, -1.848210, -3.406012)
H (3.027258, -2.876140, -2.398872)
O (-2.343022, 2.867960, 2.337748)
Br (-6.246362, 0.527290, 0.082578)
H (3.440488, 3.506220, 2.340828)

Forces on atoms 1 to 6 (eV/Å):
-0.323 -0.282 1.082
1.010 -2.716 -0.250
-0.696 0.188 -0.589
0.809 -1.199 -2.589
1.029 1.085 -0.821
-0.450 -0.556 -1.679

* orbital gap: 8.246 eV
* LUMO energy: 0.08 eV
* max |F|: 7.448 eV/A
* electronic energy: -17603.81327 hartree
* energy above the lowest of the compared OMol25 structures with the same formula, charge and spin: 20.260 eV

A cluster of 2 separate species, C4H12 in total at a distorted geometry, computed with the ωB97M-V functional and the def2-TZVPD basis.

Atoms and positions in Å:
C (-0.940507, 0.315888, -2.575177)
H (-1.159139, 0.355204, -3.662338)
H (-1.699325, 1.060704, -2.102117)
C (1.324621, -0.386481, 2.024572)
H (0.845279, 0.955348, 3.557998)
C (0.913700, 1.000309, 2.377729)
H (2.314668, -0.511951, 1.645649)
H (-0.379616, -1.626789, -2.038233)
H (-0.008014, 0.761930, -2.403156)
C (-1.288406, -0.943757, -1.874629)
H (-2.211015, -1.376871, -2.216079)
H (1.326311, -0.917559, 2.894838)
H (1.581335, 1.844578, 2.282718)
H (-1.264952, -0.776311, -0.784448)
H (0.622968, -0.842462, 1.278263)
H (-0.024949, 1.158423, 1.831939)

Forces on atoms 1 to 6 (eV/Å):
-3.849 2.597 -0.171
0.239 -0.350 0.585
1.201 -0.570 -1.113
-0.038 -0.091 -2.782
-0.847 0.565 -2.263
-0.759 0.458 2.760

* orbital gap: 12.106 eV
* LUMO energy: 1.05 eV
* max |F|: 4.646 eV/A
* electronic energy: -159.54332 hartree
* energy above the lowest of the compared OMol25 structures with the same formula, charge and spin: 1.134 eV
* SMILES: CC.CC

A cluster of 2 separate species, C3H5Cl in total at a distorted geometry, computed with the ωB97M-V functional and the def2-TZVPD basis.

Atoms and positions in Å:
H (0.355857, -1.693683, -0.769692)
C (-0.671330, 0.333389, -0.200734)
H (0.655666, 0.618798, 1.396915)
H (-0.015776, -1.557262, 0.818092)
H (-0.478008, 1.179413, -1.925153)
Cl (-2.124940, 0.706412, 0.618087)
H (1.434281, 0.942988, -0.277232)
C (0.155213, -0.946698, -0.025948)
C (0.689038, 0.416643, 0.365667)

Forces on atoms 1 to 6 (eV/Å):
0.726 0.772 -1.130
1.295 0.184 -3.324
0.595 0.152 1.236
-0.920 -0.164 1.273
-0.716 -1.917 3.296
-0.027 0.070 -0.057

* orbital gap (alpha / beta): 9.247 / 9.248 eV
* LUMO energy (alpha / beta): -0.32 / -0.32 eV
* max |F|: 3.879 eV/A
* electronic energy: -577.31905 hartree
* energy above the lowest of the compared OMol25 structures with the same formula, charge and spin: 4.195 eV

A cluster of 3 separate species, C4H5N3 in total at a distorted geometry, computed with the ωB97M-V functional and the def2-TZVPD basis.

Atoms and positions in Å:
H (0.709582, -1.173678, -1.150716)
H (2.194664, 0.791951, -0.237347)
C (-1.661534, -1.932355, -0.573361)
C (1.246043, 1.308945, -0.179444)
C (-0.967480, -0.704731, -0.262663)
H (-1.479989, 0.024101, 0.377382)
N (0.545389, 0.592667, 1.810813)
N (-2.238134, -2.913124, -0.783588)
C (-0.566116, 0.794824, 2.167410)
H (0.796422, 1.585965, -1.126778)
H (1.198174, 2.083691, 0.567440)
N (0.222980, -0.458258, -0.609148)

Forces on atoms 1 to 6 (eV/Å):
-0.076 0.106 0.008
-0.163 0.017 0.057
-0.492 -0.877 -0.213
0.092 0.092 -0.315
0.318 0.094 0.003
0.029 -0.121 -0.067

* orbital gap: 8.415 eV
* LUMO energy: -1.18 eV
* max |F|: 1.245 eV/A
* electronic energy: -319.46433 hartree
* energy above the lowest of the compared OMol25 structures with the same formula, charge and spin: 6.745 eV

A structure of composition C10H23N2O9SZn at a distorted geometry, computed with the ωB97M-V functional and the def2-TZVPD basis.

Atoms and positions in Å:
H (3.990578, 2.332969, -2.080817)
C (-2.370343, -0.215377, 1.213612)
C (2.946064, 2.290512, -0.331810)
H (1.018393, 1.351172, -3.145038)
H (-2.264703, 0.007557, -3.180021)
H (-2.964395, 0.673661, 1.011421)
H (-2.976423, 0.219831, -1.171978)
C (-2.375421, -0.692444, -1.169581)
H (1.640850, -3.775728, 1.235636)
H (-0.414648, 1.089575, -4.076000)
C (4.187780, 1.909375, -1.090455)
H (-0.653544, -2.850605, 2.870615)
H (1.443582, -3.877275, -0.574447)
O (1.288173, -1.138142, 1.198387)
H (3.624119, 4.190319, 0.296833)
N (-1.547411, -0.710525, 0.054756)
S (-0.486908, 2.676347, 1.281628)
H (4.377591, 0.838731, -1.111300)
C (0.260355, 0.602076, -3.363819)
O (1.945683, 1.603811, -0.373389)
H (2.004642, 3.710227, 0.703518)
O (0.343260, 3.883197, 1.176228)
N (2.932866, 3.468701, 0.302751)
O (0.288536, 1.609116, 1.972582)
H (-3.003861, -1.578626, -1.251294)
H (-1.825139, -2.357472, 4.177643)
C (-1.444848, -2.159951, 3.180247)
H (2.899542, -3.392705, 0.146943)
H (-1.306117, -1.447673, -2.920411)
O (1.344471, -1.354004, -1.007398)
O (-0.429628, 0.278921, -2.173275)
H (-1.548019, -1.688768, 0.354338)
H (5.146394, 2.320279, -0.759733)
H (-0.923780, -1.216148, 3.002549)
H (-3.850845, -0.771780, 2.550869)
C (-1.573397, -0.475636, -2.484456)
O (-2.538919, -2.426962, 2.283325)
O (-1.757827, 2.951348, 1.938872)
O (-0.706913, 2.085714, -0.069427)
C (1.806992, -3.297610, 0.272104)
C (-3.260078, -1.320453, 1.804436)
Zn (0.184040, 0.364890, -0.104910)
C (1.500172, -1.801723, 0.164131)
H (-3.938175, -1.710945, 1.044128)
H (0.693797, -0.286661, -3.823271)
H (-1.706540, 0.088887, 2.025276)

Forces on atoms 1 to 6 (eV/Å):
0.272 -0.473 -0.202
0.028 -0.210 0.719
0.668 0.690 0.353
0.185 -0.277 0.296
0.282 0.342 -0.162
0.161 0.013 -0.439

* orbital gap: 7.219 eV
* LUMO energy: 2.63 eV
* net charge: -1
* max |F|: 2.420 eV/A
* electronic energy: -3359.16053 hartree
* energy above the lowest of the compared OMol25 structures with the same formula, charge and spin: 0.966 eV

Question: Which of these has the lowest electronic energy?
Answer: C32H64Br6O12

Question: Which of these has the highest max |F|?
Answer: C32H64Br6O12

Question: Among the records above, which one has the highest energy above the lowest of the compared OMol25 structures with the same formula, charge and spin?
Answer: C32H64Br6O12